(1)
Density functional theory data (ωB97M-V/def2-TZVPD) for the molecule C8H14N4O2S at a distorted geometry.

Structure (XYZ):
```
29
Properties=species:S:1:pos:R:3:forces:R:3:mulliken_charge:R:1
C 1.4008 2.4308 -0.1566 1.682 3.232 2.830 -0.07
C 0.1308 2.3595 -1.7671 -0.101 2.190 -0.713 -0.15
C 0.7536 -1.7850 -2.7280 -3.267 1.243 -1.056 -1.06
C 1.8459 -1.6623 -1.9864 3.214 0.889 2.537 -0.23
C -1.6049 0.8076 0.3030 -2.178 -0.166 -0.354 -1.24
C -0.7538 -1.5860 0.5313 -2.504 3.669 -0.827 -1.74
C 0.2688 0.3227 1.8813 -1.436 0.938 0.341 -1.41
C -0.3626 -0.0339 0.5739 -1.765 -1.865 -1.447 0.99
N 1.2351 3.6929 -0.5461 0.913 -1.966 0.226 -0.49
N 0.4510 3.6111 -1.6164 -0.620 0.000 -0.290 -0.47
N 0.6807 1.5882 -0.8481 -0.571 -0.322 -0.658 -0.15
N 0.4580 0.2726 -0.6254 0.983 0.550 1.402 0.28
O 2.2988 -1.3713 0.5217 -0.208 2.327 -0.297 -0.57
O 3.0551 0.4749 -0.9602 -0.268 1.538 0.661 -0.54
S 2.0737 -0.5243 -0.6847 2.053 -7.958 -2.216 1.12
H 1.9853 2.1183 0.6524 0.879 -0.074 0.778 0.66
H -0.5322 2.0264 -2.4235 -2.561 -1.463 -2.873 0.63
H 0.5420 -2.5320 -3.4550 -0.016 -0.396 -0.276 0.31
H -0.0197 -1.0484 -2.4940 -0.446 -0.073 -0.540 0.24
H 2.6191 -2.4258 -1.9814 0.093 0.239 0.422 0.35
H -1.3468 1.8611 0.0188 -0.601 -0.987 0.518 0.30
H -2.1053 0.2656 -0.5797 0.341 1.242 1.164 0.36
H -2.3571 0.8233 1.1821 1.414 -0.144 -1.398 0.37
H 0.0324 -2.2054 0.7153 2.089 -1.671 0.660 0.41
H -1.1900 -1.7698 -0.4572 0.182 -0.239 0.182 0.41
H -1.5692 -1.6308 1.2685 0.384 -0.407 -0.082 0.49
H 0.9521 -0.4435 2.1303 0.696 -0.598 0.726 0.48
H 0.7625 1.2530 1.6787 0.176 0.470 0.991 0.29
H -0.6171 0.4639 2.5728 1.444 -0.197 -0.411 0.40
```
Positions in Å, forces in eV/Å.

Results
HOMO-LUMO gap (alpha / beta)   4.85 / 3.66 eV
Max |F|   0.16553 Eh/bohr
Calculated total energy   -29403.1110 eV
Multiplicity   3

(2)
Density functional theory data (ωB97M-V/def2-TZVPD) for the molecule C3H7N5 at a distorted geometry.

Structure (XYZ):
```
15
Properties=species:S:1:pos:R:3:forces:R:3:mulliken_charge:R:1
H 0.5723 3.1509 0.0793 0.854 -1.228 0.650 0.26
N 0.6410 2.1468 0.4181 -3.339 1.313 -2.772 -0.56
C -0.3760 1.6249 -0.2393 0.644 2.732 0.178 0.06
N -0.7060 0.3096 0.0626 -1.034 -2.168 -1.218 0.15
C -2.0039 -0.2301 -0.0891 0.524 -2.499 1.215 -0.12
N -2.1701 -1.5274 0.0379 -1.247 2.425 -0.164 -0.59
H -3.2140 -1.7053 0.1167 1.636 0.203 -0.377 0.24
C 0.3538 -0.6682 0.2042 3.311 1.782 -0.485 -0.14
N 1.4789 -0.3977 -0.3970 -2.062 -0.226 0.152 -0.24
N 2.5664 -1.2208 -0.1331 0.667 1.296 1.772 -0.52
H -1.0999 2.2816 -1.1051 2.014 -2.264 2.777 0.24
H -2.8485 0.4507 -0.0963 0.263 0.450 -0.265 0.34
H 0.4166 -1.3670 1.0465 -1.074 0.011 -0.262 0.32
H 3.4425 -0.5406 0.1055 -2.890 -2.338 -0.485 0.28
H 2.2163 -1.8038 0.6797 1.732 0.511 -0.716 0.27
```
Positions in Å, forces in eV/Å.

Results
Energy relative to the best compared isomer or geometry (same formula, charge and spin)   84.3 kcal/mol
HOMO-LUMO gap   9.31 eV
SMILES string   [H]/N=C/N(/C=N/[H])/C=N/N
Max |F|   0.08817 Eh/bohr
Calculated total energy   -10671.3438 eV

(3)
Density functional theory data (ωB97M-V/def2-TZVPD) for an isolated ion of composition C9H21ClN3O and charge +1 at a distorted geometry.

Structure (XYZ):
```
35
Properties=species:S:1:pos:R:3:forces:R:3:mulliken_charge:R:1
C 2.1062 2.2739 -0.6566 0.590 -2.192 -0.287 -1.04
C 1.8174 1.0631 -1.4684 0.799 -0.773 -1.746 -0.85
N 1.9405 -0.1461 -0.6120 1.972 -0.282 -1.341 0.15
C 3.0860 -1.0918 -0.7947 -0.931 -2.606 -0.124 -0.71
C 2.8281 -2.1773 -1.8643 -0.756 0.536 -2.887 -0.96
C 1.0475 -0.4201 0.2494 -2.382 -2.239 0.889 0.67
O 1.0026 -1.5815 0.8541 -1.116 -0.368 1.116 -0.54
N -0.0596 0.2997 0.4372 -0.952 1.804 -0.831 0.27
N -0.9016 -0.0867 1.4429 -0.230 0.219 0.599 -0.70
Cl -0.3863 0.9634 2.8753 -0.801 -0.756 -0.718 -0.07
C -2.3490 0.0524 0.9925 -2.156 0.400 0.969 1.46
C -3.3037 -0.1516 2.2665 1.732 3.343 0.031 -1.33
C -2.6771 1.4488 0.4915 2.456 0.194 -2.020 -1.69
C -2.6437 -0.9900 -0.0835 0.440 0.469 0.928 -1.76
H 2.9554 2.0209 -0.0634 0.724 0.349 0.564 0.33
H 2.3034 3.0345 -1.3253 0.059 2.172 -0.778 0.38
H 1.2607 2.2941 -0.0708 -1.453 1.708 1.791 0.47
H 0.8715 1.1182 -2.0340 -0.152 -0.348 0.764 0.39
H 2.5126 1.0450 -2.3250 0.194 -0.817 0.643 0.44
H 3.3766 -1.8241 0.0253 -1.110 1.931 0.148 0.36
H 3.9299 -0.5052 -0.9504 1.473 1.059 -0.600 0.45
H 3.5799 -2.9674 -1.7061 -0.533 0.168 -0.212 0.36
H 1.7822 -2.5716 -1.7837 1.024 0.030 0.414 0.26
H 2.8580 -1.8943 -3.0266 0.291 -0.104 2.595 0.28
H 0.0464 -1.6386 1.3365 2.450 0.610 -0.957 0.53
H -0.1994 1.2295 0.0232 0.127 -0.697 0.312 0.21
H -4.4112 -0.1619 2.1632 0.989 0.083 -0.635 0.37
H -2.9836 -0.9924 2.7922 0.376 -1.592 0.949 0.42
H -2.9919 0.7783 2.9174 -1.081 -1.818 -0.887 0.33
H -2.3459 1.6619 -0.6003 -0.528 -0.583 1.521 0.35
H -2.1271 2.1845 1.0898 -0.820 0.174 0.197 0.41
H -3.7331 1.4742 0.5087 -1.030 0.842 0.119 0.52
H -3.5094 -0.7921 -0.6685 -0.995 0.661 -0.062 0.43
H -1.8762 -1.0208 -0.8043 1.227 -0.300 -0.823 0.39
H -2.8062 -1.9288 0.3721 0.104 -1.276 0.357 0.41
```
Positions in Å, forces in eV/Å.

Results
Energy relative to the best compared isomer or geometry (same formula, charge and spin)   0.0 kcal/mol
HOMO-LUMO gap   10.41 eV
SMILES string   CC[N+](CC)=C(O)NN(Cl)C(C)(C)C
Max |F|   0.07321 Eh/bohr
Calculated total energy   -28704.7213 eV
Total charge   +1

The lowest max |F| belongs to which entry? C9H21ClN3O

What is the calculated total energy in the second record? -10671.3438 eV

What did the second record say?
Density functional theory data (ωB97M-V/def2-TZVPD) for the molecule C3H7N5 at a distorted geometry.

Structure (XYZ):
```
15
Properties=species:S:1:pos:R:3:forces:R:3:mulliken_charge:R:1
H 0.5723 3.1509 0.0793 0.854 -1.228 0.650 0.26
N 0.6410 2.1468 0.4181 -3.339 1.313 -2.772 -0.56
C -0.3760 1.6249 -0.2393 0.644 2.732 0.178 0.06
N -0.7060 0.3096 0.0626 -1.034 -2.168 -1.218 0.15
C -2.0039 -0.2301 -0.0891 0.524 -2.499 1.215 -0.12
N -2.1701 -1.5274 0.0379 -1.247 2.425 -0.164 -0.59
H -3.2140 -1.7053 0.1167 1.636 0.203 -0.377 0.24
C 0.3538 -0.6682 0.2042 3.311 1.782 -0.485 -0.14
N 1.4789 -0.3977 -0.3970 -2.062 -0.226 0.152 -0.24
N 2.5664 -1.2208 -0.1331 0.667 1.296 1.772 -0.52
H -1.0999 2.2816 -1.1051 2.014 -2.264 2.777 0.24
H -2.8485 0.4507 -0.0963 0.263 0.450 -0.265 0.34
H 0.4166 -1.3670 1.0465 -1.074 0.011 -0.262 0.32
H 3.4425 -0.5406 0.1055 -2.890 -2.338 -0.485 0.28
H 2.2163 -1.8038 0.6797 1.732 0.511 -0.716 0.27
```
Positions in Å, forces in eV/Å.

Results
Energy relative to the best compared isomer or geometry (same formula, charge and spin)   84.3 kcal/mol
HOMO-LUMO gap   9.31 eV
SMILES string   [H]/N=C/N(/C=N/[H])/C=N/N
Max |F|   0.08817 Eh/bohr
Calculated total energy   -10671.3438 eV

Which formula does entry 3 have? C9H21ClN3O